{
  "formula": "C23H45Cl3N2O3PPdSi",
  "method": "the ωB97M-V functional and the def2-TZVPD basis",
  "symbols": ["C", "C", "H", "H", "H", "C", "C", "H", "H", "H", "H", "Pd", "Cl", "Cl", "H", "H", "C", "C", "N", "H", "C", "O", "H", "H", "H", "H", "H", "H", "C", "C", "N", "H", "C", "O", "H", "H", "H", "H", "O", "C", "C", "C", "H", "C", "H", "C", "H", "C", "C", "H", "H", "H", "Si", "Cl", "C", "C", "C", "H", "H", "H", "H", "H", "H", "H", "H", "H", "C", "P", "C", "C", "H", "H", "H", "H", "H", "H", "H", "H", "H"],
  "coordinates": [[-1.48880, -2.07836, -3.46026], [-1.08158, -3.10597, -2.45430], [-1.16416, -2.37460, -4.46358], [-1.02679, -1.10928, -3.20134], [-2.58061, -1.92488, -3.49597], [-0.58683, -4.31256, -2.73529], [-0.40406, -4.88702, -4.11052], [-0.26846, -4.98527, -1.92467], [-0.62648, -4.16684, -4.91028], [-1.03264, -5.77963, -4.26700], [0.64001, -5.21828, -4.23190], [-0.06003, -0.00668, 0.03817], [-2.38000, -0.09739, 0.63936], [-0.17199, 1.02535, -2.13598], [0.65286, 4.59797, 3.20882], [-1.41894, 5.54202, 2.02644], [1.01519, 4.27431, 2.22754], [-0.99743, 5.17382, 1.08598], [-0.11844, 4.04366, 1.33962], [1.61379, 3.36548, 2.31757], [-0.29628, 2.87178, 0.75150], [0.50469, 1.91650, 0.98609], [-1.80305, 4.87554, 0.40866], [-1.14630, 2.75034, 0.06657], [1.62032, 5.09640, 1.83302], [-0.42439, 5.99563, 0.64546], [1.50702, -1.69331, -3.39631], [2.41077, -3.76347, -2.18804], [2.29695, -1.08508, -2.94114], [3.23248, -3.10031, -1.88404], [2.76549, -1.73450, -1.73131], [1.89594, -0.09139, -2.72997], [2.75332, -1.18667, -0.51154], [2.21094, -0.10463, -0.20074], [3.63352, -3.43846, -0.92250], [3.28922, -1.80360, 0.24815], [3.13069, -1.03247, -3.65283], [4.02004, -3.14251, -2.64479], [0.02057, -1.88262, -0.79184], [-1.10447, -2.63686, -1.00104], [0.12379, -4.22189, 0.57489], [-1.09040, -3.76804, 0.04497], [1.05867, -3.76076, 0.23892], [0.12814, -5.24603, 1.53648], [-2.00664, -2.02674, -0.83520], [-2.29668, -4.32928, 0.47379], [1.07912, -5.56832, 1.97194], [-1.07737, -5.84042, 1.93495], [-2.28728, -5.38520, 1.39500], [-3.22382, -3.92948, 0.04851], [-1.07355, -6.66656, 2.65872], [-3.23159, -5.85434, 1.68909], [-0.39266, 4.81004, -5.66248], [-0.63439, 3.35122, -7.10302], [1.43928, 4.84039, -5.25952], [-1.45901, 4.25729, -4.22454], [-0.95391, 6.45782, -6.38757], [1.75822, 3.84463, -4.92147], [1.66734, 5.56961, -4.46932], [2.02086, 5.10284, -6.15496], [-0.35122, 6.72136, -7.26863], [-0.85936, 7.27544, -5.65731], [-2.00528, 6.40548, -6.70358], [-1.15528, 3.26709, -3.85057], [-2.50390, 4.19191, -4.56176], [-1.40339, 4.97307, -3.39133], [-0.81935, -2.39839, 3.36961], [-0.08748, -1.03488, 2.34958], [-0.48816, 0.35335, 3.46938], [1.67898, -1.34260, 2.70895], [-1.91303, -2.32141, 3.40729], [-0.41449, -2.30023, 4.39069], [-0.56570, -3.39364, 2.99055], [-0.39349, 0.08640, 4.52652], [0.16470, 1.20730, 3.26518], [-1.53473, 0.57308, 3.23020], [1.88234, -1.39387, 3.78432], [1.92127, -2.30936, 2.25080], [2.28323, -0.53867, 2.27637]],
  "multiplicity": 3,
  "largest_force_ev_per_a": 3.239,
  "s_squared": 2.008,
  "charge": -1,
  "gap_ev": [5.58, 6.64]
}